7 unconnected molecules or ions with the total composition C42H35N7O14 in a non-equilibrium geometry, computed with ωB97M-V/def2-TZVPD.

The geometry in XYZ format:
```
98
Properties=species:S:1:pos:R:3:forces:R:3:lowdin_charge:R:1
O -20.294 4.411 -11.689 -0.280 -0.460 -0.043 0.070
N -19.651 3.416 -11.421 1.224 0.427 0.094 -0.342
O -19.799 2.305 -11.901 -0.154 0.599 0.377 0.071
C -18.488 3.633 -10.453 -0.891 -0.493 -0.310 -0.100
C -18.280 4.937 -9.935 0.408 -1.305 0.112 0.008
C -17.253 5.004 -8.979 -1.189 -0.318 -0.405 -0.045
C -16.538 3.844 -8.660 0.152 2.794 1.052 -0.090
C -16.767 2.633 -9.164 -0.711 -1.097 -1.314 -0.087
C -17.785 2.479 -10.086 -0.145 0.973 -0.036 0.002
H -18.913 5.778 -10.254 0.417 -0.517 0.254 0.123
H -17.117 5.888 -8.366 0.226 0.120 -0.404 0.113
H -15.800 3.985 -7.922 0.947 -0.062 0.822 0.098
H -16.172 1.799 -8.896 0.419 -0.684 0.330 0.087
H -17.955 1.487 -10.459 -0.536 0.010 -0.456 0.104
O -18.038 -1.087 -13.050 -0.563 1.863 -1.263 0.092
N -17.467 -1.827 -12.308 0.294 1.671 0.360 -0.399
O -17.760 -2.956 -12.189 -0.247 -3.634 0.738 0.096
C -16.389 -1.279 -11.486 0.575 0.096 0.246 -0.150
C -15.845 -2.057 -10.489 1.476 0.399 2.054 0.035
C -14.723 -1.532 -9.716 -2.846 -0.254 -2.642 -0.052
C -14.215 -0.297 -10.046 0.871 -0.739 0.851 -0.100
C -14.813 0.436 -11.025 0.276 1.658 -1.424 -0.101
C -15.894 -0.009 -11.754 0.084 -0.088 -0.001 -0.007
H -16.264 -3.018 -10.162 0.126 0.494 -0.614 0.130
H -14.390 -2.146 -8.947 0.918 -0.825 1.260 0.081
H -13.299 0.087 -9.607 -0.219 -0.083 0.257 0.115
H -14.342 1.390 -11.322 -0.475 -0.483 0.271 0.128
H -16.277 0.625 -12.535 -0.318 -0.176 -0.172 0.125
O -28.281 1.919 -12.504 -0.841 -0.307 0.326 0.088
N -27.117 2.176 -12.613 1.388 0.546 -1.086 -0.344
O -26.360 2.471 -11.696 -0.400 -0.297 -0.389 0.041
C -26.548 2.187 -14.040 -0.793 -0.279 1.271 -0.131
C -27.334 1.697 -15.074 1.463 0.468 -0.022 0.005
C -26.724 1.703 -16.337 -2.154 -0.640 0.330 -0.087
C -25.479 2.198 -16.531 1.802 -0.353 0.344 -0.088
C -24.715 2.652 -15.443 1.391 0.231 -0.483 -0.065
C -25.250 2.643 -14.174 0.094 0.466 0.184 -0.033
H -28.300 1.272 -14.911 -0.392 -0.027 0.161 0.111
H -27.281 1.252 -17.162 0.249 0.212 0.161 0.114
H -25.012 1.978 -17.480 0.128 0.567 -0.166 0.110
H -23.630 2.949 -15.552 -1.486 -0.311 -0.100 0.133
H -24.693 3.012 -13.302 -0.331 -0.337 -0.478 0.126
O -19.152 -0.733 -8.786 0.990 0.376 1.404 0.062
N -19.987 -0.911 -9.633 0.579 0.305 -0.460 -0.342
O -19.845 -1.748 -10.494 -0.642 -0.439 -0.526 0.078
C -21.114 -0.009 -9.641 -1.678 0.029 -1.121 -0.118
C -22.216 -0.419 -10.451 1.762 0.181 0.358 0.027
C -23.298 0.388 -10.594 0.678 0.365 0.720 -0.053
C -23.287 1.565 -9.886 -0.670 0.827 -0.200 -0.064
C -22.212 2.009 -9.135 -0.211 0.676 0.848 -0.054
C -21.060 1.233 -8.995 -0.221 -0.576 -0.285 0.007
H -22.136 -1.281 -11.074 0.232 -0.687 0.084 0.080
H -24.105 0.169 -11.240 -0.682 -0.378 -0.506 0.102
H -24.175 2.159 -10.031 -0.028 0.527 0.359 0.101
H -22.353 2.967 -8.593 0.498 -0.684 -0.501 0.118
H -20.164 1.571 -8.456 -0.585 -0.308 -0.150 0.107
O -22.808 -0.666 -15.511 0.458 -0.512 0.269 0.084
N -23.616 -1.081 -14.704 -1.833 1.384 -0.796 -0.356
O -24.751 -0.645 -14.645 -0.791 0.199 0.009 0.073
C -23.321 -2.074 -13.735 1.577 -2.014 0.763 -0.144
C -24.270 -2.819 -12.959 1.228 2.463 -0.583 0.006
C -23.776 -3.633 -11.980 0.676 -0.923 -0.201 -0.077
C -22.390 -3.833 -11.825 -1.435 0.816 -0.509 -0.056
C -21.508 -3.193 -12.684 1.370 -1.196 1.339 -0.084
C -21.951 -2.326 -13.641 -0.654 0.054 -0.195 0.002
H -25.294 -2.523 -12.893 -0.574 -0.070 -0.673 0.110
H -24.501 -4.192 -11.402 0.199 0.130 0.352 0.109
H -22.116 -4.377 -10.958 0.766 -0.669 0.345 0.101
H -20.425 -3.356 -12.544 -0.684 0.187 -0.164 0.107
H -21.232 -1.834 -14.282 -0.245 0.134 -0.002 0.128
O -18.405 3.234 -4.643 -0.017 -0.376 -0.521 0.093
N -18.417 2.278 -5.402 -4.313 0.545 0.212 -0.320
O -19.483 1.780 -5.882 1.816 1.414 0.921 0.025
C -17.236 1.640 -5.727 2.180 -1.480 0.561 -0.183
C -16.062 1.955 -5.022 0.915 -0.601 -1.322 0.028
C -14.912 1.203 -5.329 -0.686 0.954 0.247 -0.064
C -14.961 0.220 -6.307 0.493 -0.328 1.256 -0.070
C -16.186 -0.179 -6.836 1.104 -0.511 -0.168 -0.065
C -17.334 0.505 -6.529 0.704 0.134 -0.196 0.004
H -15.900 2.777 -4.346 -0.762 0.097 0.150 0.118
H -14.013 1.447 -4.752 -0.179 -0.265 -0.525 0.113
H -14.032 -0.339 -6.436 -0.374 -0.036 -0.484 0.111
H -16.183 -1.083 -7.441 -0.377 0.318 -0.064 0.103
H -18.250 0.140 -6.931 -0.582 0.187 -0.056 0.088
O -21.521 9.404 -7.442 0.743 -0.633 0.301 0.060
N -20.823 8.389 -7.569 -3.924 1.233 1.711 -0.376
O -20.018 8.239 -8.396 3.166 -0.217 -2.735 0.107
C -21.166 7.233 -6.747 0.744 0.646 0.972 -0.140
C -20.553 6.032 -7.062 -1.190 0.659 -0.041 -0.007
C -20.882 4.949 -6.320 -0.421 -1.858 0.473 -0.072
C -21.788 5.029 -5.262 0.773 1.019 -0.800 -0.043
C -22.307 6.267 -4.924 0.649 -0.307 0.085 -0.058
C -21.938 7.418 -5.615 -0.539 -1.112 -0.268 0.013
H -20.021 5.885 -7.957 0.847 0.233 -0.795 0.085
H -20.498 3.974 -6.630 -0.019 0.228 0.323 0.091
H -22.017 4.160 -4.710 -0.357 -0.812 0.533 0.100
H -22.931 6.318 -4.065 -0.510 0.274 0.480 0.100
H -22.349 8.348 -5.288 0.079 0.572 -0.271 0.116
```
Forces are in eV/Å.

The net charge is 0. The calculation puts the max |F| at 4.45 eV/A. Its multiplicity is 1. Its relative energy (zero: lowest compared OMol25 entry of this formula, charge and spin) is 1.8486 eV. As for the SMILES: O=[N+]([O-])c1ccccc1.O=[N+]([O-])c1ccccc1.O=[N+]([O-])c1ccccc1.O=[N+]([O-])c1ccccc1.O=[N+]([O-])c1ccccc1.O=[N+]([O-])c1ccccc1.O=[N+]([O-])c1ccccc1.

=====

2 unconnected molecules or ions with the total composition C4H8INS in a non-equilibrium geometry, computed with ωB97M-V/def2-TZVPD.

The geometry in XYZ format:
```
15
Properties=species:S:1:pos:R:3:forces:R:3:lowdin_charge:R:1
C 0.260 1.455 0.635 1.310 -0.688 0.936 -0.330
C -0.400 0.157 1.148 -0.445 0.153 0.061 -0.350
C -1.129 1.164 -1.139 1.081 -0.794 0.765 -0.185
C -0.009 -1.938 -0.675 -0.254 0.837 -0.614 -0.270
N -0.415 1.924 -0.480 -1.147 0.385 -1.378 0.019
S -1.250 -0.609 -0.266 0.520 0.063 0.559 1.067
I 3.214 -0.187 -0.105 0.177 -0.182 -0.040 -0.203
H 0.318 2.217 1.408 -0.082 -0.014 0.101 0.128
H 1.327 1.203 0.331 -0.654 0.260 0.129 -0.100
H 0.320 -0.545 1.557 0.122 -0.050 -0.094 0.074
H -1.167 0.375 1.889 -0.046 -0.013 0.018 0.084
H -1.677 1.321 -2.037 -0.284 -0.041 -0.513 0.083
H 1.005 -1.567 -0.489 -0.033 0.126 0.042 -0.120
H -0.129 -2.184 -1.724 -0.058 -0.082 -0.112 0.049
H -0.268 -2.787 -0.053 -0.207 0.041 0.138 0.053
```
Forces are in eV/Å.

The net charge is 0. The calculation puts the max |F| at 1.83 eV/A. Its multiplicity is 1. Its relative energy (zero: lowest compared OMol25 entry of this formula, charge and spin) is 1.5736 eV.